[1]
Molecular formula: C2H2BrNO2
Method: DFT, wB97M-V/def2-TZVPD

```
8
Properties=species:S:1:pos:R:3:forces:R:3
C -1.31219 0.14394 -0.26820 -0.7887 0.0257 -0.6329
C -0.18236 -0.26440 0.27103 1.5337 -0.7366 -0.0475
N 1.40538 0.25962 -0.10288 -3.5064 1.4877 -0.3459
O 1.52566 1.08594 -0.98748 -0.4392 -0.8263 0.3252
O 2.22844 -0.14221 0.62812 1.3235 -0.8450 0.7477
Br -0.07947 -1.68098 1.51346 0.0330 0.2573 -0.3007
H -2.30656 -0.43526 -0.13323 1.9622 1.3025 0.0626
H -1.27889 1.03336 -0.92082 -0.1180 -0.6653 0.1914
```
Positions in Å, forces in eV/Å.

Output
- Charge: 0
- Orbital gap: 10.1 eV
- E_LUMO: -0.3 eV
- Structure (SMILES): C=C(Br)[N+](=O)[O-]
- E_HOMO: -10.367 eV

[2]
Molecular formula: C45H57Cl45F5IN3O
Method: DFT, wB97M-V/def2-TZVPD

```
157
Properties=species:S:1:pos:R:3:forces:R:3
C 4.50733 -1.82862 -2.61241 -9.2057 4.2659 -2.8832
C 3.19842 -1.37161 -2.95632 7.7517 -3.1082 3.1518
C 1.57623 -1.19397 -3.05606 3.0927 -3.1144 -2.3646
N 0.91550 -0.10063 -2.23714 -0.7428 -0.0646 -0.4389
C 1.68980 1.19364 -2.21609 4.3295 5.4070 0.0801
F 2.40741 1.53594 -3.50169 -2.7578 -1.8393 3.1893
F 0.88425 2.44988 -1.96448 0.8379 -4.1246 -1.0378
C 2.84595 1.44999 -1.09835 3.4370 1.0392 4.5311
C 2.39083 2.08848 0.38390 2.8759 -0.4409 -0.7231
C 3.43349 2.45310 1.59396 -0.5313 -0.3155 -5.3824
C 5.04590 2.21761 1.40906 -2.4772 -0.1849 -5.0670
C 5.54367 1.61802 -0.05398 -3.1050 1.2141 1.2642
C 7.19362 1.40438 -0.19983 -1.4163 -0.9301 0.7935
F 7.49363 0.20109 0.66351 -0.1302 3.7719 -3.2824
F 7.94754 2.54880 0.36247 -2.1760 -4.0997 -2.3514
F 7.51092 1.07193 -1.60731 -0.2836 1.2344 4.6282
C 4.46662 1.26720 -1.25930 -1.0374 0.9127 2.3290
C 0.60204 -0.53460 -0.78878 -0.3335 -2.0500 3.8188
C 1.82751 -1.38163 -0.02768 2.1203 0.6026 2.8651
C 2.37385 -1.10849 1.32061 -1.2425 -0.4769 -3.2253
C -0.53936 -1.69126 -0.64198 0.5301 -1.9853 1.2020
O -0.68328 -1.89812 0.84033 -0.8521 2.1255 -2.2367
N -1.85368 -1.51122 -1.25352 2.0444 0.7642 -1.4453
C -2.87542 -2.56154 -1.05095 -3.1334 1.4475 1.3079
I -2.29289 -4.60664 -0.62480 0.1867 0.2388 -0.3317
C -3.80906 -2.07027 0.25556 0.2504 -0.6132 0.3490
C -5.33060 -2.66528 0.11971 0.5847 1.0213 -0.6325
C -1.62625 -1.05155 -2.70757 -2.3703 -0.3520 -0.3903
C -1.52482 -2.39916 -3.58112 1.0076 -1.7584 -1.2236
C -0.87324 -2.38096 -5.06819 3.7465 -3.2051 -1.5014
C 0.19161 -3.40178 -5.42223 -2.9619 2.4403 1.2671
C -3.05251 -0.22682 -3.03600 -0.9828 0.7290 -0.5651
C -3.79575 -0.65091 -4.41712 -1.4080 -0.8714 0.1193
C -5.02338 0.36855 -4.84724 0.9577 0.7393 -0.0221
C -5.69333 1.19284 -3.60011 -0.7947 0.2026 -0.8316
N -6.40638 0.20665 -2.66600 0.3788 1.1876 -0.9773
C -0.48863 0.11375 -2.86141 -3.3508 2.3006 0.4322
C -0.50606 0.83650 -4.32150 -0.5495 0.1881 -2.2094
C -1.00120 2.41758 -4.36307 0.4891 0.7916 -0.2864
C 0.17243 3.38788 -5.04264 -0.7190 -0.2684 0.5772
H 5.69925 -1.86546 -2.56985 -3.3219 0.2263 -0.2747
H 1.10794 -2.26578 -2.81278 0.8416 2.7412 -0.1474
H 1.41365 -1.08594 -4.23448 -0.0605 0.2991 2.8812
H 1.22873 2.28998 0.56625 3.0011 -0.4348 -0.3618
H 2.94815 2.91207 2.58354 1.0594 -0.6597 -3.4130
H 5.75134 2.51914 2.29267 -0.9577 -0.4170 -2.8066
H 4.91092 0.88534 -2.26999 -1.0260 0.8079 2.1956
H 0.23734 0.39337 -0.13692 1.0684 -1.8444 -1.7288
H 2.24528 -2.36685 -0.55815 -0.6705 2.8224 0.6834
H 3.50607 -1.37665 1.57895 -2.8915 -0.1907 -0.5533
H 1.72254 -0.63048 2.16981 1.8036 -0.4321 -2.5379
H -0.02141 -2.69952 -1.01819 -1.0710 1.8595 0.9459
H -1.23850 -1.10872 1.15173 0.9381 -1.5404 -0.5603
H -3.70585 -2.65958 -1.90672 2.3946 0.5346 1.5483
H -3.30480 -2.43759 1.26961 -1.0511 0.7133 -2.1979
H -3.77485 -0.89722 0.26663 -0.2812 -2.1843 -0.1665
H -5.31013 -3.83355 0.04768 -0.1296 2.3058 0.4198
H -5.78281 -2.24462 -0.88808 0.9799 -0.8357 2.0338
H -5.97616 -2.23887 1.00051 1.3636 -1.3551 -2.0662
H -0.86143 -3.17907 -2.96182 -1.3636 1.6671 -1.3901
H -2.54855 -3.00011 -3.73193 2.0686 1.8199 0.6292
H -1.17620 -1.65924 -5.96668 0.4474 -1.7133 2.3536
H 0.59670 -4.17904 -4.61226 -1.0757 1.8942 -1.8187
H 0.62168 -3.52859 -6.50709 -1.0440 0.5080 2.3363
H -2.92340 0.94112 -3.05788 0.2727 -2.2075 -0.0079
H -3.86977 -0.35995 -2.17578 2.0398 -0.0780 -1.7793
H -4.31281 -1.70980 -4.22866 1.2126 2.1703 -0.4063
H -3.12609 -0.77884 -5.36216 -0.9811 0.2732 1.9058
H -4.55210 1.15272 -5.60855 -1.1538 -1.5205 1.6171
H -5.82870 -0.24489 -5.44054 1.4444 1.2502 1.2543
H -6.52334 1.91970 -4.05192 2.0117 -1.2376 0.7510
H -4.92026 1.86231 -2.98848 -1.6132 -1.6285 -1.3947
H -6.84532 0.79807 -1.92643 0.0558 -1.0127 -0.9183
H -7.12585 -0.28339 -3.25694 0.7232 0.8449 1.1703
H -0.98444 0.90919 -2.11123 1.3799 -1.6095 -1.6224
H 0.51154 0.75594 -4.94043 -2.0195 0.1464 1.7816
H -1.28215 0.33219 -5.08186 1.7767 0.6032 2.2260
H -1.27381 2.80836 -3.29435 0.5238 -0.7333 -1.9545
H -1.96581 2.58010 -5.04319 2.0143 -0.8155 1.5443
H 0.94072 3.75188 -4.21396 -1.5664 -0.9052 -1.9870
H -0.39596 4.33135 -5.46755 1.4567 -1.9411 0.6893
H 0.71084 2.75777 -5.89994 -1.1047 1.6676 1.8219
C 5.97962 -5.65376 -1.85775 0.0135 -0.3188 -0.0180
Cl 5.75399 -7.34389 -1.37591 0.1563 0.1871 -0.1603
Cl 5.89893 -5.49344 -3.62045 -0.1769 -0.3597 0.0980
Cl 4.76796 -4.61891 -1.08286 0.3862 0.1939 -0.2977
H 6.97024 -5.33082 -1.52754 -0.3879 -0.2181 -0.0862
C 3.97937 1.50216 5.28731 0.3354 -0.2565 0.5743
Cl 5.32100 2.09615 6.28071 -0.0056 -0.2109 -0.1993
Cl 4.34353 1.70437 3.56516 -0.7749 -1.7411 4.9135
Cl 3.63743 -0.19696 5.65552 0.1199 0.1359 0.0340
H 3.08940 2.09140 5.52265 0.2545 -0.1883 -0.0848
C 2.63641 -6.21226 2.23249 -0.0002 -0.2268 0.0284
Cl 3.44812 -6.73263 0.74590 -0.3752 -0.1988 0.6656
Cl 2.54991 -4.44417 2.30771 0.0172 -0.0959 -0.0456
Cl 1.01507 -6.91938 2.33618 0.1985 0.1021 0.0367
H 3.22123 -6.56508 3.08581 -0.2094 0.1324 -0.2946
C -6.53893 -2.70725 4.04202 -0.0330 -0.1599 0.2211
Cl -6.36521 -1.28151 3.00437 -0.1790 0.0916 0.4373
Cl -5.94102 -4.15536 3.21450 -0.1058 0.1533 0.1365
Cl -5.68318 -2.46886 5.57510 -0.1116 -0.0213 -0.2425
H -7.60093 -2.84817 4.25869 0.3200 0.0870 -0.0634
C -6.02700 1.68068 6.85962 -0.1057 0.1123 -0.0385
Cl -6.37039 1.21484 5.18490 0.0383 0.1503 0.3134
Cl -7.02774 0.74500 7.98316 0.2027 0.2207 -0.1054
Cl -4.30761 1.46032 7.22654 -0.1438 0.0416 -0.0144
H -6.27191 2.73909 6.97980 0.0982 -0.3779 -0.0140
C -7.85602 -4.62753 -2.19613 -0.1705 -0.0484 -0.0044
Cl -8.40752 -6.12997 -1.43579 0.0959 0.2480 -0.1563
Cl -8.25453 -3.23280 -1.17867 -0.2127 -0.1916 -0.2136
Cl -6.11312 -4.69181 -2.50866 -0.1276 -0.1161 -0.1823
H -8.37346 -4.51534 -3.15234 0.1948 -0.0427 0.3377
C -0.13594 1.70515 3.69533 -0.0424 -0.0283 0.4776
Cl 0.79942 0.21389 3.89748 -0.4809 0.5633 0.5271
Cl -0.81617 1.79610 2.06183 -0.1950 0.0382 -0.0198
Cl -1.42144 1.80277 4.91084 0.2714 0.0210 -0.3318
H 0.53651 2.55522 3.83620 -0.2377 -0.2401 -0.1055
C 8.27502 0.15054 4.39791 0.2082 -0.1858 0.0269
Cl 8.86666 1.76253 4.83501 -0.0568 -0.1732 -0.1163
Cl 7.95288 -0.80921 5.85201 0.0591 0.2228 -0.3521
Cl 6.81753 0.27289 3.39778 0.8415 -0.4754 0.5354
H 9.05030 -0.35488 3.81641 -0.2445 0.1983 0.2078
C 7.05474 -2.25286 9.80315 -0.0238 0.0017 0.0939
Cl 7.86645 -2.77323 8.31656 -0.0561 -0.0830 0.3116
Cl 6.96824 -0.48476 9.87837 0.0396 -0.2143 -0.0025
Cl 5.43340 -2.95998 9.90685 0.2233 0.0710 0.0135
H 7.63956 -2.60568 10.65647 -0.2016 0.1226 -0.3117
C -0.74890 5.14210 -0.67917 0.0107 -0.0505 0.0031
Cl -0.53015 5.76258 0.96605 0.0061 -0.1312 -0.1703
Cl -2.46127 4.81875 -0.99942 0.3140 -0.4448 0.1428
Cl -0.09900 6.28529 -1.86670 -0.0993 -0.2448 0.3149
H -0.19829 4.20218 -0.76880 -0.1491 0.3566 0.0125
C 3.47030 5.47064 8.12179 0.0511 0.2355 0.1141
Cl 2.89493 4.02469 7.27458 -0.2236 0.2484 0.2170
Cl 4.26660 6.57838 6.99124 -0.0708 -0.1969 0.1596
Cl 2.12939 6.28255 8.94778 0.2280 -0.1601 -0.1015
H 4.20116 5.16146 8.87339 -0.2593 0.0637 -0.2789
C 2.56406 6.59261 -5.86807 0.0419 0.1170 -0.0967
Cl 3.49942 5.10135 -5.66592 -0.0667 0.1671 0.0098
Cl 1.88383 6.68356 -7.50157 0.1061 0.0069 0.2328
Cl 1.27856 6.69023 -4.65256 0.2729 0.1239 -0.2613
H 3.23651 7.44268 -5.72720 -0.2340 -0.3082 -0.0454
C -5.03360 7.97323 -2.26602 0.0276 0.1356 -0.0151
Cl -5.37698 7.50739 -3.94074 0.0369 0.0855 0.1991
Cl -6.03433 7.03755 -1.14248 0.0973 0.1097 -0.0938
Cl -3.31421 7.75287 -1.89909 -0.3279 0.4095 -0.1718
H -5.27850 9.03164 -2.14584 0.0641 -0.3822 -0.0441
C 8.82149 -2.39568 -3.01586 0.5265 0.2113 -0.1965
Cl 7.28019 -3.00958 -2.39366 1.2012 0.2566 0.2455
Cl 10.10077 -3.60423 -2.81058 -0.2939 0.1982 0.0337
Cl 8.66610 -1.93767 -4.72043 -0.0499 -0.0458 0.3218
H 9.09383 -1.50526 -2.44345 -0.1334 -0.3006 -0.1654
C -10.49660 -2.49407 6.46089 -0.0584 -0.0151 0.1881
Cl -10.67281 -3.94186 7.46711 -0.0098 0.2289 -0.1491
Cl -8.98978 -1.64657 6.84888 -0.2669 -0.1013 -0.1287
Cl -10.54512 -2.92144 4.74202 -0.0013 0.0637 0.1022
H -11.33330 -1.82348 6.67278 0.2900 -0.2385 -0.0993
```
Positions in Å, forces in eV/Å.

Output
- Charge: +1
- Orbital gap: 7.6 eV
- E_LUMO: -3.3 eV
- E_HOMO: -10.870 eV